--- w ---
C5H8N2O2 | ωB97M-V/def2-TZVPD

## Properties
- highest occupied orbital energy (spin up / spin down) (hartree) = -0.3541 / -0.3087
- frontier orbital gap (spin up / spin down) (hartree) = 0.343 / 0.248
- lowest unoccupied orbital energy (spin up / spin down) (eV) = -0.29 / -1.64

ORCA input file:
```
! wB97M-V def2-TZVPD RIJCOSX def2/J DEFGRID3
* xyz 0 1
C 0.240 0.260 -0.440
C 0.541 -0.726 0.593
C 0.277 -1.239 -0.746
C 1.231 1.206 -1.068
C 0.140 -1.039 1.961
N -1.057 0.909 -0.252
N -2.114 0.234 -0.677
O -1.079 1.998 0.364
O -3.203 0.811 -0.705
H -0.623 -1.801 -0.953
H 1.121 -1.539 -1.352
H 0.863 1.519 -2.043
H 2.198 0.729 -1.187
H 1.345 2.090 -0.444
H -0.796 -1.609 1.970
H 0.025 -0.128 2.548
H 0.891 -1.676 2.432
*
```

--- x ---
C5H8N2O2 | ωB97M-V/def2-TZVPD

## Properties
- highest occupied orbital energy (hartree) = -0.3429
- frontier orbital gap (hartree) = 0.345
- lowest unoccupied orbital energy (eV) = 0.05

ORCA input file:
```
! wB97M-V def2-TZVPD RIJCOSX def2/J DEFGRID3
* xyz 0 1
C 0.753 0.256 -0.440
C 2.347 0.820 0.442
C -1.782 -0.109 -0.583
C -0.776 0.104 1.543
C -0.589 0.607 0.113
N 1.059 -0.663 -1.102
N 1.588 -1.575 -1.672
O 3.190 0.837 -0.378
O 1.936 0.848 1.527
H -1.754 -1.259 -0.446
H -1.825 0.106 -1.684
H -2.731 0.194 -0.127
H -0.110 -0.813 1.596
H -1.740 -0.300 1.714
H -0.556 0.889 2.274
H -0.716 1.653 -0.091
H 1.704 -1.594 -2.685
*
```

Most stable of them? x.

--- w ---
C6H12NO | ωB97M-V/def2-TZVPD

## Properties
- highest occupied orbital energy (hartree) = -0.0909
- frontier orbital gap (hartree) = 0.228
- SMILES = C=C(C)C[C@@H](N)C[O-]
- lowest unoccupied orbital energy (eV) = 3.72

ORCA input file:
```
! wB97M-V def2-TZVPD RIJCOSX def2/J DEFGRID3
* xyz -1 1
C 0.472 -0.263 -2.534
C 0.701 0.374 -1.387
C 0.863 1.873 -1.395
C 0.581 -0.331 -0.072
C -0.529 0.161 0.826
N -1.828 0.162 0.113
C -0.541 -0.814 2.097
O 0.644 -1.338 2.379
H 0.467 0.235 -3.502
H 0.312 -1.335 -2.562
H 0.550 2.350 -0.466
H 0.410 2.297 -2.287
H 1.933 2.140 -1.446
H 0.453 -1.400 -0.220
H 1.484 -0.293 0.527
H -0.356 1.152 1.235
H -1.723 -0.399 -0.726
H -2.517 -0.313 0.689
H -0.941 -0.170 2.932
H -1.411 -1.496 1.863
*
```

--- x ---
C6H12NO | ωB97M-V/def2-TZVPD

## Properties
- highest occupied orbital energy (hartree) = -0.0484
- frontier orbital gap (hartree) = 0.198
- lowest unoccupied orbital energy (eV) = 4.07

ORCA input file:
```
! wB97M-V def2-TZVPD RIJCOSX def2/J DEFGRID3
* xyz -1 1
C -2.627 0.235 0.484
O -2.001 1.029 1.466
C -1.521 -0.329 -0.473
C -0.497 0.704 -0.823
C 0.899 0.433 -0.532
C 1.918 0.717 -1.396
C 2.120 -1.151 0.859
N 1.216 0.001 0.804
H -3.367 0.744 -0.147
H -3.133 -0.539 1.069
H -2.102 -0.710 -1.324
H -1.000 -1.171 -0.019
H -0.718 1.626 -1.354
H -1.222 1.391 0.975
H 2.950 0.463 -1.145
H 1.784 1.293 -2.301
H 2.013 -1.623 1.842
H 1.818 -1.939 0.158
H 3.148 -0.858 0.687
H 0.321 -0.314 1.171
*
```

Most stable of them? w.

--- w ---
C4H7IN | ωB97M-V/def2-TZVPD

## Properties
- highest occupied orbital energy (spin up / spin down) (hartree) = -0.4872 / -0.4844
- frontier orbital gap (spin up / spin down) (hartree) = 0.266 / 0.265
- lowest unoccupied orbital energy (spin up / spin down) (eV) = -6.03 / -5.97

ORCA input file:
```
! wB97M-V def2-TZVPD RIJCOSX def2/J DEFGRID3
* xyz 1 1
C 0.164 1.396 1.318
C -1.105 1.840 -0.467
C 0.698 -0.882 0.902
C 0.168 -0.275 -0.427
N -0.196 1.080 0.058
I 1.175 3.118 1.786
H -1.743 1.472 -1.368
H -1.324 2.902 -0.119
H 1.212 -0.113 1.532
H 0.060 -1.496 1.384
H 1.465 -1.642 0.672
H -0.591 -1.003 -0.815
H 0.874 0.035 -1.119
*
```

--- x ---
C4H7IN | ωB97M-V/def2-TZVPD

## Properties
- highest occupied orbital energy (hartree) = -0.5225
- frontier orbital gap (hartree) = 0.379
- SMILES = I[C@@H]1C[N+]12CC2
- lowest unoccupied orbital energy (eV) = -3.90

ORCA input file:
```
! wB97M-V def2-TZVPD RIJCOSX def2/J DEFGRID3
* xyz 1 1
I -3.398 -0.297 -0.144
C -1.761 0.934 0.384
C -0.672 1.275 -0.606
N -0.252 0.128 0.145
C 0.846 -0.630 0.624
C -0.069 -1.227 -0.398
H -1.643 1.243 1.445
H -0.908 1.252 -1.581
H -0.248 2.231 -0.381
H 0.871 -1.228 1.576
H 1.911 -0.355 0.348
H 0.353 -1.161 -1.375
H -0.752 -1.990 -0.255
*
```

Most stable of them? x.

--- w ---
C2H4ClNO3 | ωB97M-V/def2-TZVPD

## Properties
- highest occupied orbital energy (hartree) = -0.3394
- frontier orbital gap (hartree) = 0.364
- SMILES = CON(O)C(=O)Cl
- lowest unoccupied orbital energy (eV) = 0.67

ORCA input file:
```
! wB97M-V def2-TZVPD RIJCOSX def2/J DEFGRID3
* xyz 0 1
C -0.152 0.638 1.403
O -0.708 0.859 0.050
N -0.329 -0.007 -0.899
O -0.986 -1.230 -0.856
C 1.124 -0.160 -1.283
O 1.975 0.575 -0.930
Cl 1.244 -1.486 -2.350
H -0.676 1.361 2.076
H 0.836 0.688 1.402
H -0.558 -0.220 1.790
H -1.770 -1.018 -0.402
*
```

--- x ---
C2H4ClNO3 | ωB97M-V/def2-TZVPD

## Properties
- highest occupied orbital energy (spin up / spin down) (hartree) = -0.3131 / -0.3143
- frontier orbital gap (spin up / spin down) (hartree) = 0.323 / 0.297
- lowest unoccupied orbital energy (spin up / spin down) (eV) = 0.28 / -0.48

ORCA input file:
```
! wB97M-V def2-TZVPD RIJCOSX def2/J DEFGRID3
* xyz 0 1
C -2.043 1.873 1.576
C 0.251 -0.736 -0.322
N -1.266 1.188 -0.476
O -2.904 1.419 2.250
O -0.051 1.812 -0.468
O -1.054 -0.200 -0.459
Cl -1.243 3.365 1.757
H 0.071 -1.799 -0.292
H 0.843 -0.208 0.439
H 0.952 -0.720 -1.297
H -0.307 2.724 -0.285
*
```

Most stable of them? w.